Entry w
{"formula": "C2H5N3OS", "method": "the ωB97M-V functional and the def2-TZVPD basis", "symbols": ["C", "N", "O", "C", "S", "N", "N", "H", "H", "H", "H", "H"], "xyz": [[-1.030, 0.261, -2.446], [0.074, -0.351, -1.863], [-0.185, -0.808, -0.375], [1.036, -0.618, 0.274], [2.525, -0.372, -0.275], [0.839, -0.262, 1.649], [-0.288, 0.454, 2.210], [-1.966, 0.182, -1.768], [-1.014, 0.907, -3.549], [1.659, 0.057, 2.146], [-0.728, 1.067, 1.408], [-0.923, -0.519, 2.591]], "smiles": "C=NOC(=S)NN", "total_charge": 0, "lumo_ev": 0.01, "gap_ev": 8.40}

Entry x
{"formula": "C2H5N3OS", "method": "the ωB97M-V functional and the def2-TZVPD basis", "symbols": ["N", "N", "C", "O", "N", "C", "S", "H", "H", "H", "H", "H"], "xyz": [[-0.710, 1.575, -1.260], [-0.371, 2.385, -0.192], [0.272, 1.955, 0.832], [0.775, 0.756, 1.168], [-0.043, -0.331, 0.833], [0.516, -1.119, -0.092], [-0.116, -2.550, -0.579], [-1.131, 0.667, -0.979], [-1.304, 2.175, -1.834], [0.572, 2.733, 1.561], [-0.782, -0.579, 1.483], [1.443, -0.659, -0.425]], "smiles": "N/N=C\\ONC=S", "total_charge": 0, "lumo_ev": 0.33, "gap_ev": 9.27}

Result of the stability comparison: entry x is the most stable of them.

Entry w
{"formula": "C2H5N3OS", "method": "the ωB97M-V functional and the def2-TZVPD basis", "symbols": ["H", "N", "C", "N", "N", "O", "C", "S", "H", "H", "H", "H"], "xyz": [[0.069, 0.760, -2.395], [-0.516, 1.298, -1.619], [-0.161, 0.815, -0.344], [-0.297, 1.587, 0.895], [0.409, -0.440, 0.049], [0.996, -1.023, -1.154], [-0.348, -1.642, 0.566], [-1.033, -1.346, 1.966], [-0.673, 1.124, 1.674], [-0.314, 2.721, 0.872], [2.008, -1.290, -0.751], [-0.140, -2.563, 0.242]], "smiles": "[H]/N=C(/N)N(O)C=S", "total_charge": 0, "lumo_ev": -0.60, "gap_ev": 8.61}

Entry x
{"formula": "C2H5N3OS", "method": "the ωB97M-V functional and the def2-TZVPD basis", "symbols": ["C", "C", "N", "N", "N", "O", "S", "H", "H", "H", "H", "H"], "xyz": [[1.725, -0.528, 0.308], [-0.901, 1.552, -0.342], [-0.063, 0.736, -0.330], [2.251, -1.608, -0.336], [0.519, -0.335, -0.439], [2.116, 0.104, 1.286], [-3.767, 0.856, 0.615], [-1.129, 2.505, -0.502], [-3.052, 0.109, 1.457], [-2.822, 0.477, -0.412], [1.943, -1.893, -1.266], [3.180, -1.977, -0.040]], "total_charge": 0, "lumo_ev": 0.26, "gap_ev": 9.22}

Result of the stability comparison: entry x is the most stable of them.

Entry w
{"formula": "C2H5N3OS", "method": "the ωB97M-V functional and the def2-TZVPD basis", "symbols": ["C", "C", "H", "H", "H", "H", "H", "N", "N", "N", "O", "S"], "xyz": [[0.428, -0.254, 0.105], [-2.124, -0.929, 0.033], [3.782, 0.672, 0.028], [0.562, -1.438, -0.256], [-0.568, 1.984, 0.545], [-2.012, -1.971, -0.257], [-3.568, 0.629, 0.691], [1.380, 0.594, 0.280], [-0.999, 0.045, -0.167], [-3.299, -0.442, 0.105], [-1.412, 1.360, -0.285], [2.732, -0.315, -0.051]], "total_charge": 0, "lumo_ev": -0.04, "gap_ev": 8.34}

Entry x
{"formula": "C2H5N3OS", "method": "the ωB97M-V functional and the def2-TZVPD basis", "symbols": ["C", "C", "N", "N", "N", "O", "S", "H", "H", "H", "H", "H"], "xyz": [[0.537, -0.382, 0.143], [0.089, 1.135, 0.044], [1.516, -0.907, 0.648], [-1.168, -1.261, -0.873], [-1.207, 1.197, -0.549], [-2.136, -0.273, 1.278], [-2.234, -0.210, -0.197], [0.100, 1.289, 1.130], [0.730, 1.862, -0.427], [1.796, -1.898, 0.863], [-0.948, -2.122, -0.424], [-1.191, 1.881, -1.340]], "total_charge": 0, "lumo_ev": [0.19, 0.19], "gap_ev": [9.19, 9.19]}

Entry y
{"formula": "C2H5N3OS", "method": "the ωB97M-V functional and the def2-TZVPD basis", "symbols": ["C", "N", "N", "C", "S", "N", "O", "H", "H", "H", "H", "H"], "xyz": [[2.478, -0.223, 0.010], [1.275, 0.222, 0.001], [0.264, -0.707, -0.014], [-1.038, -0.286, -0.002], [-2.295, -1.420, 0.007], [-1.246, 1.009, -0.008], [-2.478, 1.521, -0.001], [3.252, 0.561, 0.081], [2.773, -1.300, -0.008], [0.485, -1.699, -0.084], [-0.448, 1.634, -0.043], [-3.022, 0.686, 0.061]], "smiles": "C=NNC(=S)NO", "total_charge": 0, "lumo_ev": 0.54, "gap_ev": 9.14}

Result of the stability comparison: entry y is the most stable of them.

Entry w
{"formula": "C2H3N4", "method": "the ωB97M-V functional and the def2-TZVPD basis", "symbols": ["C", "C", "N", "N", "N", "N", "H", "H", "H"], "xyz": [[-1.857, 0.044, -0.136], [-0.011, -0.260, 0.055], [-1.080, -0.944, -0.191], [-1.683, 1.292, 0.167], [-0.370, 1.107, 0.304], [1.180, -0.757, 0.201], [0.638, 1.421, -1.521], [1.236, -1.695, 0.555], [1.947, -0.208, 0.565]], "total_charge": 1, "lumo_ev": -8.41, "gap_ev": 6.82}

Entry x
{"formula": "C2H3N4", "method": "the ωB97M-V functional and the def2-TZVPD basis", "symbols": ["C", "C", "N", "N", "N", "N", "H", "H", "H"], "xyz": [[1.190, 0.241, -2.402], [-0.880, 0.158, 0.648], [1.953, 0.063, -3.295], [0.650, 0.646, -1.307], [-0.156, 0.189, -0.483], [-0.334, -0.485, 1.671], [-2.278, 0.636, 1.011], [-0.655, -0.554, 2.595], [0.509, -0.894, 1.563]], "total_charge": 1, "lumo_ev": -7.58, "gap_ev": 7.40}

Result of the stability comparison: entry x is the most stable of them.

Entry w
{"formula": "C6H6N2O", "method": "the ωB97M-V functional and the def2-TZVPD basis", "symbols": ["C", "C", "C", "N", "C", "C", "C", "N", "O", "H", "H", "H", "H", "H", "H"], "xyz": [[0.566, -0.441, 1.721], [-0.575, -0.108, 0.821], [-1.889, -0.405, 1.192], [-2.903, -0.638, 1.617], [-0.685, 0.840, -0.299], [-0.997, 0.402, -1.525], [-0.795, -0.976, -1.643], [-0.414, -1.635, -0.621], [-0.094, -2.757, -0.380], [1.581, -0.468, 1.322], [0.376, -1.530, 1.862], [0.535, 0.197, 2.614], [-0.356, 1.880, -0.166], [-1.350, 1.069, -2.254], [-0.773, -1.581, -2.534]], "smiles": "C/C(C#N)=C/C=C\\N=O", "total_charge": 0, "lumo_ev": [-0.58, -0.58], "gap_ev": [8.04, 8.04]}

Entry x
{"formula": "C6H6N2O", "method": "the ωB97M-V functional and the def2-TZVPD basis", "symbols": ["C", "C", "C", "C", "C", "N", "C", "N", "O", "H", "H", "H", "H", "H", "H"], "xyz": [[-1.149, 1.945, -0.046], [-0.122, 0.765, -0.051], [1.312, 1.186, -0.066], [2.406, 0.315, 0.026], [1.950, -1.072, -0.032], [0.656, -1.384, 0.132], [-0.444, -0.656, 0.007], [-1.579, -1.239, -0.104], [-2.578, -0.576, 0.073], [-0.675, 2.951, -0.484], [-1.521, 2.155, 1.044], [-2.182, 1.899, -0.500], [1.709, 2.268, 0.385], [3.339, 0.625, 0.214], [2.696, -1.819, -0.469]], "smiles": "Cc1cccnc1N=O", "total_charge": 0, "lumo_ev": -1.37, "gap_ev": 7.69}

Entry y
{"formula": "C6H6N2O", "method": "the ωB97M-V functional and the def2-TZVPD basis", "symbols": ["C", "C", "C", "C", "C", "N", "C", "N", "O", "H", "H", "H", "H", "H", "H"], "xyz": [[1.325, 1.719, 0.028], [0.152, 0.782, -0.045], [-1.148, 1.316, -0.039], [-2.247, 0.462, 0.047], [-2.033, -0.918, 0.016], [-0.822, -1.446, -0.051], [0.228, -0.617, -0.045], [1.517, -1.290, 0.027], [2.487, -0.589, 0.020], [1.037, 2.792, -0.168], [1.892, 1.618, 0.971], [2.049, 1.398, -0.761], [-1.300, 2.406, -0.026], [-3.258, 0.826, 0.092], [-2.844, -1.634, 0.129]], "smiles": "Cc1cccnc1N=O", "total_charge": 0, "lumo_ev": -0.70, "gap_ev": 8.19}

Result of the stability comparison: entry y is the most stable of them.

Entry w
{"formula": "C7H17NO", "method": "the ωB97M-V functional and the def2-TZVPD basis", "symbols": ["C", "C", "N", "C", "C", "C", "O", "H", "H", "H", "H", "H", "H", "H", "H", "H", "H", "H", "C", "C", "H", "H", "H", "H", "H", "H"], "xyz": [[-1.131, 2.691, -1.874], [0.142, 1.879, -2.033], [-0.060, 0.445, -2.039], [0.048, -0.153, -3.395], [-0.487, -0.366, -1.047], [-0.679, 0.338, 0.286], [-0.767, -1.543, -1.164], [-1.712, 2.758, -0.944], [-1.972, 2.137, -2.336], [-1.188, 3.695, -2.286], [0.499, 2.199, -2.992], [0.895, 2.201, -1.355], [1.095, -0.397, -3.556], [-0.617, -1.011, -3.373], [-0.307, 0.567, -4.116], [-1.722, 0.203, 0.603], [-0.239, -0.048, 1.200], [-0.611, 1.422, 0.251], [1.811, -2.006, 3.502], [0.367, -2.283, 4.024], [2.371, -1.521, 4.293], [2.354, -2.901, 3.187], [1.777, -1.434, 2.583], [0.471, -1.885, 5.029], [-0.013, -3.297, 4.117], [-0.324, -1.688, 3.437]], "smiles": "CCN(C)C(C)=O.CC", "total_charge": 0, "lumo_ev": 0.85, "gap_ev": 10.21}

Entry x
{"formula": "C7H17NO", "method": "the ωB97M-V functional and the def2-TZVPD basis", "symbols": ["C", "C", "C", "C", "C", "C", "C", "N", "O", "H", "H", "H", "H", "H", "H", "H", "H", "H", "H", "H", "H", "H", "H", "H", "H", "H"], "xyz": [[0.271, -0.191, -0.363], [-1.766, 0.997, 1.118], [-0.670, -0.844, 0.417], [0.893, -2.338, -0.980], [1.520, 0.356, 0.278], [-0.142, 0.518, -1.626], [-1.075, 2.280, 1.477], [2.136, -2.770, -0.456], [-2.808, 1.157, 0.181], [-2.483, 1.695, -0.552], [-2.186, 0.484, 1.982], [2.079, -3.091, 0.503], [2.878, -2.086, -0.544], [-1.550, -1.262, -0.060], [-0.340, -1.295, 1.347], [0.962, -2.074, -2.033], [0.115, -3.082, -0.830], [-0.214, 1.599, -1.466], [2.369, 0.268, -0.408], [1.426, 1.424, 0.491], [1.765, -0.168, 1.203], [0.606, 0.370, -2.410], [-1.105, 0.160, -1.993], [-1.776, 3.041, 1.863], [-0.584, 2.742, 0.611], [-0.321, 2.110, 2.249]], "total_charge": 0, "lumo_ev": [0.77, 0.76], "gap_ev": [6.66, 6.74]}

Entry y
{"formula": "C7H17NO", "method": "the ωB97M-V functional and the def2-TZVPD basis", "symbols": ["C", "C", "N", "C", "C", "C", "O", "H", "H", "H", "H", "H", "H", "H", "H", "H", "H", "H", "C", "C", "H", "H", "H", "H", "H", "H"], "xyz": [[0.617, 0.159, -3.454], [-0.499, -0.039, -2.332], [-0.249, 0.569, -0.989], [1.126, 0.750, -0.653], [-1.320, 0.974, -0.195], [-2.702, 0.605, -0.686], [-0.956, 1.603, 0.743], [1.131, 1.045, -3.490], [0.551, -0.429, -4.478], [1.515, -0.402, -2.969], [-1.315, 0.198, -2.807], [-0.774, -1.180, -2.071], [1.523, -0.193, -0.109], [1.950, 1.067, -1.352], [1.326, 1.475, 0.114], [-3.363, 1.376, -0.264], [-2.982, 0.438, -1.812], [-3.079, -0.382, -0.498], [0.380, -0.608, 3.156], [1.696, -1.316, 3.571], [-0.020, -0.559, 2.141], [-0.562, -1.002, 3.503], [0.287, 0.493, 3.553], [2.681, -0.965, 3.504], [1.510, -2.358, 3.267], [1.530, -1.317, 4.609]], "smiles": "CCN(C)C(C)=O.CC", "total_charge": 0, "lumo_ev": 0.78, "gap_ev": 9.59}

Result of the stability comparison: entry w is the most stable of them.